1.
49
Properties=species:S:1:pos:R:3:forces:R:3:nbo_charge:R:1 method="wB97M-V/def2-TZVPD" multiplicity=4 homo_lumo_gap_ev="9.5 / 6.0" total_charge=+2
C 2.121 -2.290 1.217 -0.449 -0.493 0.768 -0.27
C 2.507 -2.038 -0.201 -0.456 0.093 -0.773 0.22
N 1.774 -1.113 -0.851 0.353 0.621 0.255 -0.60
C 2.232 -0.538 -1.985 -0.063 -0.009 0.031 0.27
C 3.278 -1.152 -2.674 -0.484 0.374 -0.263 -0.24
C 3.942 -2.218 -2.064 0.070 -0.239 -0.913 -0.10
C 3.584 -2.659 -0.790 0.488 0.427 0.023 -0.24
C 1.785 0.924 -2.209 -0.604 -2.805 -3.364 -0.77
P -0.035 1.387 -2.188 1.459 0.399 -1.682 0.97
H 4.169 -3.383 -0.217 -0.182 0.124 -0.433 0.25
H 3.479 -0.761 -3.688 0.424 -0.421 0.761 0.25
H 4.737 -2.712 -2.632 -0.165 0.159 0.383 0.25
C -0.150 -3.008 0.774 0.037 -0.136 0.150 -0.45
C 0.345 -1.953 2.879 -0.025 0.127 0.316 -0.43
H 2.260 1.371 -3.106 -0.290 -0.310 0.453 0.26
H 2.746 -1.683 1.894 -0.287 -0.009 -0.300 0.24
H 2.336 -3.348 1.488 -0.316 0.499 -0.057 0.23
C -0.935 1.031 -3.741 -0.364 -0.260 0.415 -0.94
C 0.292 3.201 -2.344 -0.532 0.324 0.921 -0.93
H -1.898 1.558 -3.527 0.448 -0.574 -0.540 0.26
H -0.483 1.450 -4.669 -0.144 -0.285 0.819 0.27
H -1.098 -0.065 -3.815 -0.070 0.793 -0.148 0.26
H -0.486 3.732 -1.783 0.222 0.142 -0.131 0.25
H 1.269 3.446 -1.896 -0.465 -0.171 -0.129 0.27
H 0.249 3.564 -3.378 0.029 -0.446 0.135 0.27
H 0.455 -2.943 3.347 0.052 0.249 -0.205 0.23
H 0.981 -1.234 3.394 0.087 -0.054 0.090 0.22
H -0.688 -1.625 2.995 -0.066 -0.127 0.086 0.21
H 0.066 -4.017 1.195 -0.164 0.659 -0.107 0.24
H -1.216 -2.776 0.916 0.226 -0.165 -0.056 0.22
H 0.086 -3.041 -0.293 -0.108 0.045 0.114 0.23
Tm 0.043 0.041 0.311 2.075 0.600 0.427 1.89
H -1.156 -0.740 -1.189 -0.114 0.330 -0.699 -0.14
O 1.716 1.346 0.221 -1.208 -0.003 2.625 -1.18
H 2.077 1.286 -1.267 0.784 1.409 0.565 0.33
H 2.486 1.637 0.717 -0.181 0.120 0.105 0.51
N 0.671 -1.950 1.446 0.566 -1.231 -0.240 -0.53
C -4.347 1.388 1.187 0.215 -0.314 -0.568 -0.43
N -3.492 1.695 2.330 1.518 -0.380 -0.127 -0.32
C -4.025 2.548 3.404 0.094 0.094 0.400 -0.42
C -2.231 1.297 2.380 -1.078 -0.017 -0.546 0.57
O -1.643 0.641 1.447 -1.048 0.658 1.166 -0.81
H -5.347 1.756 1.412 0.158 -0.161 -0.247 0.24
H -4.355 0.310 0.990 -0.153 0.131 0.291 0.23
H -3.955 1.835 0.264 -0.156 0.219 0.302 0.23
H -3.874 2.049 4.368 -0.244 0.128 -0.186 0.23
H -3.493 3.507 3.430 -0.308 -0.192 -0.121 0.23
H -5.093 2.701 3.209 0.441 0.020 0.274 0.24
H -1.684 1.547 3.291 -0.025 0.060 -0.041 0.18

***

2.
50
Properties=species:S:1:pos:R:3:forces:R:3:nbo_charge:R:1 method="wB97M-V/def2-TZVPD" homo_lumo_gap_ev=6.4 total_charge=0 de_lowest_kj_mol=0.0
Os -0.702 -2.279 0.326 1.503 0.491 -3.224 0.36
C 2.488 -1.685 1.004 0.196 0.060 0.039 -0.23
C 1.499 -1.470 2.128 0.021 0.237 0.352 -0.23
N 0.194 -0.974 1.653 0.315 -0.066 1.326 -0.57
C 0.062 0.488 1.428 0.152 -0.066 0.141 -0.23
C -0.383 0.610 -1.044 0.532 0.097 -0.067 -0.22
N -0.309 -0.832 -1.291 -0.898 0.420 0.138 -0.65
C 0.779 -1.348 -2.142 -0.276 0.140 -0.336 -0.23
C 2.090 -1.560 -1.440 0.193 0.001 0.096 -0.23
N 1.846 -2.255 -0.177 -0.622 -0.282 -0.054 -0.63
H 3.282 -2.330 1.386 0.034 -0.030 -0.071 0.22
H 2.964 -0.740 0.732 -0.027 -0.020 -0.021 0.18
H 1.937 -0.792 2.872 -0.008 0.036 0.009 0.18
H 1.295 -2.425 2.608 -0.059 -0.025 -0.009 0.24
H -0.465 -1.201 2.394 0.190 0.163 0.246 0.41
H 0.588 0.972 2.251 -0.001 0.099 0.029 0.20
H -0.999 0.717 1.521 -0.025 -0.018 0.111 0.22
H -0.156 1.159 -1.963 0.033 -0.016 -0.008 0.19
H -1.416 0.835 -0.777 -0.007 -0.041 0.025 0.22
H -1.148 -1.091 -1.808 -0.086 0.234 -0.122 0.42
H 0.898 -0.702 -3.020 0.055 -0.015 -0.026 0.19
H 0.446 -2.331 -2.479 -0.168 0.055 -0.095 0.23
H 2.601 -0.613 -1.263 0.011 -0.041 0.088 0.19
H 2.740 -2.141 -2.098 0.037 0.010 -0.004 0.21
H 2.013 -3.251 -0.251 -0.022 -0.028 0.096 0.43
C -5.306 -0.534 -0.563 0.124 -0.186 -0.119 -0.26
O -4.491 -1.496 -1.244 -0.302 0.109 0.000 -0.49
C -3.332 -1.833 -0.694 -0.640 0.258 -0.140 -0.01
S -2.343 -2.938 -1.476 0.343 -0.895 0.265 -0.04
S -2.762 -1.243 0.773 0.110 -0.642 0.025 0.00
H -6.265 -0.562 -1.068 -0.036 0.043 -0.003 0.20
H -4.860 0.456 -0.645 0.027 0.055 0.019 0.19
H -5.419 -0.798 0.487 -0.019 -0.036 0.029 0.20
C -0.675 3.299 0.308 -0.048 0.003 -0.015 -0.62
C 0.681 2.605 0.141 0.022 0.072 0.091 -0.02
C 1.340 3.105 -1.150 0.020 0.009 -0.058 -0.61
C 1.598 3.024 1.300 0.009 -0.024 0.039 -0.61
C 0.542 1.055 0.093 0.063 0.001 -0.065 -0.25
H -0.525 4.369 0.468 -0.006 -0.017 -0.022 0.22
H -1.232 2.916 1.167 0.043 0.023 -0.004 0.21
H -1.303 3.186 -0.579 0.022 -0.016 0.024 0.21
H 1.560 4.171 -1.062 0.008 -0.019 -0.003 0.22
H 0.703 2.986 -2.027 0.011 -0.020 0.025 0.21
H 2.283 2.583 -1.340 -0.017 0.028 0.014 0.21
H 1.896 4.067 1.174 -0.002 -0.020 0.003 0.22
H 2.508 2.417 1.329 -0.025 0.027 -0.014 0.21
H 1.109 2.951 2.272 0.006 -0.017 -0.027 0.21
H 1.554 0.686 -0.097 -0.047 -0.005 -0.043 0.21
N 0.616 -5.094 1.042 0.115 0.157 -0.373 -0.56
C -0.019 -4.139 0.841 -0.853 -0.281 1.697 -0.09

***

3.
59
Properties=species:S:1:pos:R:3:forces:R:3:nbo_charge:R:1 method="wB97M-V/def2-TZVPD" homo_lumo_gap_ev=9.8 total_charge=0 de_lowest_kj_mol=914.0
C -1.679 -2.620 1.115 1.575 -2.479 0.509 -0.43
C -2.754 -2.004 0.338 -1.031 0.928 -0.126 -0.44
C -4.013 -2.763 0.835 1.003 -0.016 -0.786 -0.06
O -3.503 -4.004 1.300 0.077 -1.248 0.305 -0.55
C -2.080 -4.128 1.100 -0.440 2.068 0.615 -0.06
H -1.562 -2.240 2.130 -0.878 -0.890 -0.173 0.23
H -0.689 -2.448 0.693 -1.538 -1.106 0.034 0.19
H -2.501 -2.184 -0.707 -0.577 -0.005 -0.329 0.19
H -2.767 -0.929 0.517 -0.583 -0.502 -0.278 0.21
H -4.702 -2.940 0.009 -0.178 -0.036 -0.007 0.17
H -4.551 -2.281 1.651 0.164 0.203 0.028 0.18
H -1.851 -4.658 0.175 -0.024 0.096 -0.223 0.16
H -1.587 -4.633 1.931 -0.461 -0.277 0.076 0.19
C 2.880 0.730 -2.838 -0.395 -1.118 -0.419 -0.43
C 1.423 0.577 -3.335 2.200 0.468 -1.749 -0.44
C 0.911 -0.696 -2.637 2.314 0.166 -1.730 -0.08
O 1.639 -0.713 -1.437 2.404 -0.743 -0.499 -0.57
C 2.687 0.304 -1.383 -0.677 -0.570 -1.405 -0.12
H 3.293 1.725 -3.003 -0.144 -0.029 0.245 0.23
H 3.496 0.010 -3.377 0.405 -0.031 0.197 0.20
H 1.288 0.591 -4.416 0.308 -0.402 -0.162 0.21
H 0.888 1.450 -2.962 2.929 -0.632 -2.152 0.26
H 1.231 -1.534 -3.256 -0.508 -0.451 0.133 0.19
H -0.143 -0.680 -2.361 0.096 -1.114 -1.163 0.18
H 3.496 -0.206 -0.862 -0.501 0.349 -1.590 0.23
H 2.279 1.117 -0.782 0.485 0.161 -0.576 0.18
C -3.194 1.517 -0.883 -0.598 -0.866 2.510 -0.13
C -2.713 2.772 -0.222 0.042 0.399 -0.352 -0.08
O -1.485 3.082 -0.912 1.283 -0.413 -1.080 -0.69
S -1.257 2.204 -2.346 -2.270 3.365 1.844 2.50
O -0.194 1.221 -2.149 -8.801 6.129 0.682 -0.92
O -1.184 3.178 -3.449 -0.046 -2.871 2.310 -0.83
O -2.815 1.662 -2.201 1.394 -0.485 -3.247 -0.66
H -4.262 1.416 -0.689 -0.238 0.167 -1.060 0.21
H -2.759 0.628 -0.426 -0.226 0.388 -0.600 0.23
H -2.574 2.695 0.856 0.441 -0.140 -0.162 0.21
H -3.440 3.565 -0.400 0.218 0.281 -0.168 0.19
C 2.147 1.118 2.648 1.221 1.382 0.759 -0.11
C 3.457 1.634 3.240 -0.241 0.093 0.250 -0.10
O 4.474 1.003 2.537 1.144 -1.924 -2.748 -0.65
S 4.047 0.668 0.939 1.177 1.566 1.296 2.43
O 4.305 -0.741 0.601 -0.156 2.701 2.074 -0.85
O 4.621 1.733 0.089 -1.585 -2.606 2.035 -0.85
O 2.384 0.977 1.247 2.893 0.275 -0.074 -0.70
H 1.492 1.975 2.804 -0.402 -0.848 -0.267 0.25
H 1.832 0.155 3.051 -0.125 0.338 0.136 0.21
H 3.579 1.383 4.294 -0.118 -0.092 -0.059 0.21
H 3.613 2.706 3.115 -0.466 0.168 0.002 0.19
C 0.165 0.213 -0.171 -0.974 -1.661 1.433 -0.12
C 0.660 -1.029 0.662 1.094 2.614 -0.630 -0.12
O 0.044 -0.984 1.953 -1.334 2.329 0.688 -0.70
S -1.069 0.253 2.060 0.985 0.975 0.046 2.47
O -0.439 1.400 2.727 -1.938 -2.138 -1.134 -0.92
O -2.336 -0.239 2.593 2.205 1.210 -1.154 -0.86
O -1.099 0.603 0.417 -0.092 -0.901 3.651 -0.74
H -0.036 0.002 -1.221 -0.933 -0.773 3.568 0.27
H 0.775 1.116 -0.190 -0.165 -0.594 0.734 0.21
H 1.701 -0.762 0.841 -0.366 -1.432 -0.186 0.24
H 0.429 -1.962 0.146 0.949 0.574 0.128 0.21